Entry 1:
Entry from OMol25: C4H11KNO as an isolated structure in a non-equilibrium geometry (ωB97M-V/def2-TZVPD).

XYZ file:
```
18
Properties=species:S:1:pos:R:3:mulliken_charge:R:1
K -1.646 -0.716 -2.733 0.94
C 0.440 1.817 0.964 -1.44
C -0.063 0.695 0.049 0.38
C -0.164 -0.631 0.808 -0.71
O -0.236 -1.800 0.004 -0.33
C 0.921 -2.050 -0.748 -0.78
N -1.378 0.999 -0.566 -0.52
H -0.284 1.993 1.764 0.34
H 0.518 2.733 0.383 0.39
H 1.375 1.490 1.414 0.39
H 0.665 0.517 -0.753 0.15
H -1.088 -0.590 1.391 0.34
H 0.668 -0.754 1.506 0.41
H 1.055 -1.436 -1.644 0.29
H 0.870 -3.092 -1.083 0.26
H 1.838 -2.053 -0.149 0.33
H -2.079 0.883 0.166 0.29
H -1.413 1.995 -0.773 0.26
```

The gap between HOMO and LUMO is 0.367 Eh. Its net charge is +1. For the molar mass, the calculation gives 128.24 g mol⁻¹. As for the relative energy (zero: lowest compared OMol25 entry of this formula, charge and spin): 3.2 kJ/mol. The calculation puts the HOMO energy at -13.7 eV.


Entry 2:
Entry from OMol25: a 7-piece molecular cluster, FH12O6 overall in a non-equilibrium geometry (ωB97M-V/def2-TZVPD).

XYZ file:
```
19
Properties=species:S:1:pos:R:3:mulliken_charge:R:1
F 0.160 0.005 0.067 -0.59
O -0.699 -1.514 -2.012 -0.69
H -1.241 -0.936 -2.565 0.32
H -0.492 -0.910 -1.270 0.35
O -0.222 1.027 2.387 -0.70
H 0.015 0.709 1.495 0.36
H -1.108 0.795 2.392 0.32
O -0.247 -2.055 1.594 -0.68
H -1.182 -2.125 1.622 0.28
H -0.135 -1.261 1.046 0.34
O -1.998 1.336 -0.063 -0.71
H -2.735 0.738 -0.020 0.29
H -1.195 0.763 -0.036 0.29
O 1.057 1.950 -1.722 -0.69
H 0.921 1.275 -1.052 0.36
H 1.831 1.751 -2.275 0.30
O 2.680 -0.334 -0.084 -0.74
H 2.847 -1.111 0.425 0.28
H 1.736 -0.105 0.065 0.30
```

The gap between HOMO and LUMO is 0.385 Eh. Its net charge is -1. For the molar mass, the calculation gives 127.09 g mol⁻¹. As for the relative energy (zero: lowest compared OMol25 entry of this formula, charge and spin): 51.5 kJ/mol. The calculation puts the HOMO energy at -6.9 eV.


Entry 3:
Entry from OMol25: C4H5O2P as an isolated structure in a non-equilibrium geometry (ωB97M-V/def2-TZVPD).

XYZ file:
```
12
Properties=species:S:1:pos:R:3:mulliken_charge:R:1
C 0.637 0.528 -0.852 -0.53
C 0.046 0.564 0.339 0.27
C 1.841 0.024 -0.116 0.43
C 1.146 0.349 1.310 -0.40
O 2.867 -0.467 -0.448 -0.52
O -2.241 0.278 0.540 -0.42
P -2.798 -0.605 -0.548 0.17
H 0.237 0.552 -1.824 0.43
H 1.534 1.199 1.910 0.26
H 0.951 -0.547 2.030 0.18
H -1.947 -1.710 -0.444 0.07
H -2.273 -0.165 -1.896 0.04
```

The gap between HOMO and LUMO (spin up / spin down) is 0.327 / 0.259 Eh. Its net charge is 0. For the molar mass, the calculation gives 116.06 g mol⁻¹. As for the relative energy (zero: lowest compared OMol25 entry of this formula, charge and spin): 513.1 kJ/mol. The calculation puts the HOMO energy (spin up / spin down) at -9.6 / -9.1 eV.


Entry 4:
Entry from OMol25: C21H24FOSn as an isolated structure in a non-equilibrium geometry (ωB97M-V/def2-TZVPD).

XYZ file:
```
48
Properties=species:S:1:pos:R:3:mulliken_charge:R:1
Sn 0.324 0.393 0.100 0.91
C 0.288 -0.591 2.328 -0.59
C -0.681 0.489 2.140 -0.76
C -1.941 -0.128 1.804 -0.59
H -0.521 1.525 2.440 0.72
C -1.741 -1.515 1.725 -0.65
C -0.395 -1.821 2.045 -0.72
H 0.031 -2.810 2.153 0.43
H 1.273 -0.458 2.766 0.68
H -2.895 0.410 1.767 0.61
H -2.522 -2.255 1.512 0.38
C 1.898 -0.373 -1.534 -0.78
C 1.923 -1.763 -1.156 -0.68
C 0.686 -2.350 -1.527 -0.94
H 2.781 -2.287 -0.748 0.42
C -0.134 -1.368 -2.146 -0.57
C 0.602 -0.115 -2.166 -0.31
H 0.359 0.775 -2.732 0.58
H 2.729 0.323 -1.548 0.78
H 0.436 -3.400 -1.438 0.39
H -1.075 -1.537 -2.661 0.60
O -0.892 1.819 -0.400 -0.23
C -3.474 1.166 -2.120 0.81
C -3.318 2.401 -1.306 -1.28
C -3.677 -0.067 -1.342 -0.91
C -2.594 1.144 -3.305 -1.26
C -2.016 2.678 -0.432 -0.66
H -4.189 2.562 -0.657 0.46
H -3.484 3.291 -1.929 0.48
H -1.548 3.583 -0.828 0.43
H -2.332 2.824 0.608 0.23
H -4.593 -0.491 -1.753 0.47
H -3.825 0.075 -0.265 0.13
H -2.922 -0.864 -1.386 0.01
H -3.282 1.290 -4.138 0.43
H -2.022 0.232 -3.504 0.22
H -1.848 1.950 -3.372 0.26
F 4.508 4.613 2.181 -0.36
C 3.594 3.702 1.712 0.33
C 3.952 2.370 1.632 -0.77
C 3.011 1.448 1.155 -0.13
C 1.760 1.905 0.765 -0.25
C 1.405 3.229 0.848 -0.15
C 2.333 4.174 1.331 -0.68
H 4.945 2.035 1.930 0.39
H 3.268 0.392 1.096 0.42
H 0.416 3.571 0.544 0.22
H 2.075 5.217 1.397 0.46
```

The gap between HOMO and LUMO (spin up / spin down) is 0.273 / 0.199 Eh. Its net charge is -1. For the molar mass, the calculation gives 430.13 g mol⁻¹. The calculation puts the HOMO energy (spin up / spin down) at -4.3 / -2.3 eV.